1.
Below is a cluster of 2 separate species, C31H28BF2INO8 in total at a distorted geometry, with properties calculated with ωB97M-V with the def2-TZVPD basis set.

## Properties
Energy relative to the best compared isomer or geometry (same formula, charge and spin), kJ/mol: 0.0
HOMO energy, eV: -6.44
Spin multiplicity: 1
Strongest force on any atom, eV/Å: 1.71
LUMO, eV: 0.92
Charge: -1

Each line ends with the Löwdin charge.
CARTESIAN COORDINATES (ANGSTROEM)
C: -6.2425 3.6543 -1.6864  -0.074
C: -5.9876 2.4960 -2.6717  -0.276
O: -4.6890 1.9628 -2.5609  -0.141
C: -4.6425 0.8745 -1.6626  -0.171
C: -3.2183 0.4459 -1.3902  -0.161
C: -2.9102 -0.1739 -0.2056  0.018
C: -1.6218 -0.5610 0.1266  -0.135
C: -1.2918 -1.2232 1.4472  -0.028
C: -1.5963 -2.7244 1.5036  -0.413
O: -1.9223 -3.1864 2.5802  0.101
N: -1.5036 -3.5607 0.3323  -0.149
C: -2.8999 -3.9667 0.0596  -0.086
C: -0.6913 -4.7766 0.5856  -0.063
C: -0.6410 -0.2903 -0.8108  -0.035
C: -0.9236 0.3045 -2.0349  -0.070
C: -2.2150 0.6647 -2.3132  0.050
C: 0.2202 0.5576 -2.9905  -0.251
O: 0.1309 0.3970 -4.1939  0.125
C: 1.4803 1.0540 -2.3091  -0.096
C: 2.2708 2.0291 -2.8531  0.006
C: 3.3746 2.4497 -2.1414  -0.015
C: 3.6660 1.9018 -0.9098  -0.278
C: 4.8854 2.4800 -0.1895  -0.127
C: 4.4492 3.7702 0.5202  -0.213
C: 3.2173 3.8406 1.1461  -0.049
C: 2.7809 4.9892 1.7577  -0.040
C: 3.5684 6.1353 1.7674  -0.286
C: 3.0349 7.3867 2.4170  -0.059
C: 4.8044 6.0497 1.1689  -0.061
C: 5.2425 4.9013 0.5547  -0.044
C: 2.8798 0.8874 -0.3765  -0.510
I: 3.3604 0.0411 1.5185  1.037
C: 1.7717 0.4647 -1.0914  -0.125
C: 0.8228 -0.6121 -0.5736  -0.287
O: 1.2035 -1.6304 -0.0371  0.062
H: -5.7951 4.5931 -2.0285  0.071
H: -7.3207 3.8005 -1.5438  0.073
H: -5.8162 3.4354 -0.6987  0.070
H: -6.7826 1.7473 -2.5270  0.115
H: -6.1349 2.8863 -3.6874  0.118
H: -5.2877 0.0336 -1.9607  0.140
H: -5.0300 1.2371 -0.6906  0.126
H: -3.6725 -0.3606 0.5546  0.137
H: -1.9302 -0.7584 2.2090  0.127
H: -0.2529 -1.0552 1.7405  0.118
H: -3.5922 -3.1281 0.2307  0.077
H: -3.2321 -4.7968 0.6979  0.091
H: -3.0147 -4.2525 -0.9935  0.088
H: 0.1511 -4.8657 -0.1111  0.082
H: -1.2845 -5.6800 0.4231  0.071
H: -0.2618 -4.8198 1.5908  0.095
H: -2.4603 1.1300 -3.2652  0.136
H: 2.0428 2.4697 -3.8193  0.128
H: 4.0100 3.2268 -2.5594  0.128
H: 5.2410 1.7502 0.5457  0.045
H: 5.6996 2.6760 -0.8938  0.119
H: 2.5304 2.9998 1.1787  0.086
H: 1.7972 5.0299 2.2214  0.115
H: 2.6398 8.1091 1.6890  0.081
H: 3.7836 7.9089 3.0260  0.077
H: 2.1986 7.1666 3.0921  0.073
H: 5.4202 6.9496 1.1990  0.115
H: 6.2193 4.8931 0.0737  0.114
B: 1.0272 -8.8110 3.3968  -1.046
O: 0.3772 -7.8673 2.4402  0.209
C: 0.7169 -8.2157 1.2151  -0.410
O: 0.3585 -7.6558 0.2105  0.113
C: 1.6280 -9.4315 1.2831  -0.421
O: 2.1157 -10.0007 0.3421  0.117
O: 1.7987 -9.7644 2.5488  0.210
F: 0.0588 -9.4939 4.1354  0.128
F: 1.8864 -8.1178 4.2514  0.129



2.
Below is a cluster of 2 separate species, C4H12N2 in total at a distorted geometry, with properties calculated with ωB97M-V with the def2-TZVPD basis set.

## Properties
Energy relative to the best compared isomer or geometry (same formula, charge and spin), kJ/mol: 206.7
HOMO energy, eV: -8.63
Spin multiplicity: 1
Structure (SMILES): C=CC.NCN
Strongest force on any atom, eV/Å: 3.32
LUMO, eV: 1.06
Charge: 0

Each line ends with the Löwdin charge.
CARTESIAN COORDINATES (ANGSTROEM)
C: 2.1463 2.1504 -0.5665  -0.098
C: 1.6452 1.0329 0.3012  -0.259
C: 1.0062 0.8840 1.4763  -0.042
H: 1.8539 3.1359 -0.2143  0.072
H: 1.7395 1.9576 -1.5610  0.073
H: 3.2182 2.0042 -0.5033  0.073
H: 2.2092 0.0954 0.1730  0.091
H: 1.0456 -0.0071 2.0884  0.040
H: 0.0924 1.4551 1.6669  0.051
N: -2.8476 -1.0259 -0.6817  -0.013
C: -1.3693 -1.0479 -0.7257  -0.376
N: -0.7692 -1.9577 0.1872  -0.007
H: -3.0976 -0.5050 0.1449  0.044
H: -3.1690 -1.9763 -0.6108  0.050
H: -0.8753 -0.0811 -0.6704  0.087
H: -1.1919 -1.4134 -1.7530  0.106
H: -0.7585 -2.9426 0.0786  0.050
H: -0.8783 -1.7586 1.1704  0.059



3.
Below is a structure of composition C19H17N3O2 at a distorted geometry, with properties calculated with ωB97M-V with the def2-TZVPD basis set.

## Properties
Energy relative to the best compared isomer or geometry (same formula, charge and spin), kJ/mol: 2013.3
HOMO energy, eV: -7.94
Spin multiplicity: 1
Strongest force on any atom, eV/Å: 18.20
LUMO, eV: -0.66
Charge: 0

Each line ends with the Löwdin charge.
CARTESIAN COORDINATES (ANGSTROEM)
C: -4.3316 -0.6012 0.6411  -0.015
N: -3.3283 0.5045 0.5369  -0.187
C: -2.3586 0.8631 -0.3884  -0.023
C: -1.8532 1.9193 -0.0013  -0.257
C: -2.5667 2.1426 1.0419  -0.188
N: -3.5926 1.3586 1.5349  0.123
H: -2.5246 3.0503 1.9841  0.171
C: -0.7494 2.6199 -0.7450  -0.072
N: 0.3381 1.6987 -0.7102  0.090
C: 0.7465 0.8820 -1.7011  -0.454
O: 0.2612 1.3545 -2.7971  0.017
C: 1.4632 -0.2160 -1.4618  -0.264
C: 2.6550 -0.2049 -0.4586  0.045
C: 3.8611 0.6421 -0.6765  -0.142
C: 4.7848 0.8531 0.1076  -0.075
C: 4.4805 0.5739 1.6995  0.028
C: 3.3977 -0.1441 2.0116  -0.031
C: 2.3670 -0.3514 1.0832  -0.353
O: 1.3518 -0.7716 1.3918  0.117
C: 0.3984 -1.4388 0.6600  0.022
C: -0.6137 -2.3199 0.9564  -0.105
C: -1.5383 -2.8766 0.3364  -0.071
C: -1.2845 -2.6998 -1.1327  -0.052
C: -0.3537 -1.9342 -1.5134  -0.172
C: 0.5657 -1.1379 -1.0742  -0.094
H: -0.1018 -1.8131 -2.7615  0.210
H: -1.9305 -3.5156 -1.8686  0.190
H: -2.1520 -3.4565 0.5456  -0.007
H: -0.7320 -2.4651 2.2276  0.201
H: 3.1869 -0.2450 3.0645  0.119
H: 5.3018 0.9636 2.2697  0.086
H: 5.6950 1.2970 -0.1937  0.085
H: 4.0500 0.8034 -1.7375  0.123
H: 1.9795 -0.7853 -2.3248  0.213
H: 0.6636 1.3018 0.3004  0.215
H: -0.8911 3.0365 -1.6331  0.085
H: -0.4238 3.5193 -0.2624  0.127
H: -2.3245 0.1448 -0.9260  0.054
H: -3.8426 -1.4914 0.4956  0.007
H: -5.2061 -0.4105 -0.1779  0.132
H: -4.8484 -0.6501 1.6571  0.102



4.
Below is a structure of composition C38H30AsBrF11N5O7PS3Ta at a distorted geometry, with properties calculated with ωB97M-V with the def2-TZVPD basis set.

## Properties
HOMO energy, eV: -13.12
Spin multiplicity: 1
Strongest force on any atom, eV/Å: 9.82
LUMO, eV: -6.84
Charge: +2

Each line ends with the Löwdin charge.
CARTESIAN COORDINATES (ANGSTROEM)
Ta: -0.3038 0.0900 -0.4982  1.363
S: -0.9466 -1.2417 1.5358  0.731
C: -1.5921 -2.8573 1.1172  -0.604
C: -2.4799 -3.5285 1.9453  -0.097
C: -2.8972 -4.8044 1.5933  -0.053
C: -2.4236 -5.4174 0.4411  -0.046
C: -1.5355 -4.7465 -0.3889  -0.068
C: -1.1350 -3.4600 -0.0522  -0.407
As: 0.0388 -2.2689 -1.0595  1.315
C: 1.7618 -2.9904 -0.3723  -0.316
C: 2.9603 -2.4371 -0.8214  -0.127
C: 4.1725 -2.9264 -0.3600  -0.057
C: 4.2006 -3.9564 0.5691  -0.063
C: 3.0089 -4.5036 1.0231  -0.070
C: 1.7918 -4.0334 0.5502  -0.082
C: 0.0253 -3.2313 -2.8123  -0.305
C: 1.2124 -3.6463 -3.4118  -0.080
C: 1.1822 -4.2449 -4.6627  -0.055
C: -0.0242 -4.4292 -5.3212  -0.054
C: -1.2088 -4.0382 -4.7141  -0.057
C: -1.1907 -3.4392 -3.4646  -0.106
H: -2.8447 -3.0579 2.8500  0.111
H: -3.5990 -5.3234 2.2321  0.118
H: -2.7535 -6.4167 0.1932  0.118
H: -1.1291 -5.1966 -1.2863  0.116
H: 2.9466 -1.6203 -1.5348  0.097
H: 5.1011 -2.5115 -0.7291  0.116
H: 5.1473 -4.3379 0.9269  0.114
H: 3.0287 -5.3140 1.7403  0.112
H: 0.8621 -4.4716 0.8880  0.099
H: 2.1528 -3.5032 -2.9012  0.090
H: 2.1063 -4.5696 -5.1213  0.116
H: -0.0422 -4.8858 -6.3013  0.117
H: -2.1516 -4.2024 -5.2186  0.116
H: -2.1137 -3.1348 -2.9866  0.097
F: 1.8736 2.4295 1.8601  0.121
C: 2.5062 2.4292 0.6941  -0.659
F: 2.7682 3.6518 0.3198  0.215
F: 3.6476 1.7663 0.8932  0.158
S: 1.7705 1.4134 -0.7257  0.706
O: 1.5185 0.1638 0.0295  -0.461
O: 2.8455 1.5211 -1.6264  -0.142
N: 0.3555 1.9595 -1.1770  -0.301
S: -0.4819 2.5252 0.0459  0.707
O: -0.4299 1.4292 1.0223  -0.427
O: 0.0111 3.7531 0.5418  -0.168
C: -2.0697 3.0509 -0.9011  -0.646
F: -2.2189 2.3685 -2.0171  0.180
F: -3.1727 3.0453 -0.2166  0.234
F: -1.7527 4.2864 -1.2393  0.194
Br: 2.9590 2.4780 -6.9055  0.814
C: 1.3546 1.9245 -6.0926  -0.650
C: 0.1241 2.2579 -6.6611  -0.130
N: -1.0346 1.8833 -6.1342  0.106
C: -1.0317 1.1761 -5.0195  -0.052
C: 0.1502 0.8256 -4.3623  -0.100
C: 1.3743 1.2012 -4.9179  -0.024
C: 0.1035 0.2125 -3.0445  -0.560
O: 1.1409 -0.1454 -2.4119  -0.136
O: -0.9924 0.0723 -2.4140  -0.137
H: 0.0767 2.8472 -7.5692  0.120
H: -1.9929 0.8746 -4.6199  0.132
H: 2.3059 0.9507 -4.4281  0.121
C: 2.7979 -1.1448 5.9323  -0.108
N: 1.4717 -1.7822 5.4962  -0.065
C: 0.3393 -0.9023 6.0366  -0.102
N: 0.4961 0.4381 5.6095  -0.147
C: 1.7777 0.9847 6.0354  -0.141
N: 2.8806 0.1977 5.4972  -0.151
C: 3.0108 0.3307 4.0486  -0.300
P: 1.5023 -0.2554 3.0852  1.011
C: 1.3901 -1.8996 4.0105  -0.264
C: 0.2504 0.6217 4.1834  -0.311
H: 3.6089 -1.7406 5.5134  0.147
H: 2.8337 -1.1870 7.0219  0.150
H: 1.3986 -2.7117 5.9122  0.185
H: 0.3804 -0.9598 7.1251  0.150
H: -0.6006 -1.3153 5.6702  0.147
H: 1.8343 0.9761 7.1255  0.144
H: 1.8631 2.0126 5.6879  0.143
H: 3.8811 -0.2398 3.7135  0.099
H: 3.2105 1.3769 3.8169  0.087
H: 2.2057 -2.5393 3.6671  0.097
H: 0.4473 -2.3743 3.7355  0.071
H: -0.7494 0.2572 3.9427  0.068
H: 0.2783 1.6886 3.9546  0.096
F: -6.9121 -1.6492 1.2495  0.164
C: -5.7589 -1.1213 0.8822  -0.124
C: -4.9909 -1.7460 -0.0931  -0.132
F: -5.3911 -2.8863 -0.6329  0.155
C: -3.8006 -1.1629 -0.4665  -0.134
F: -2.9890 -1.7155 -1.3776  0.088
C: -3.3291 0.0145 0.1199  -0.232
O: -2.1489 0.4921 -0.3014  -0.325
C: -4.0798 0.5775 1.1453  -0.138
F: -3.5847 1.6106 1.8281  0.121
C: -5.3064 0.0376 1.4977  -0.126
F: -6.0372 0.6094 2.4395  0.159



5.
Below is a cluster of 9 separate species, C40H82F4N9O12S4 in total at a distorted geometry, with properties calculated with ωB97M-V with the def2-TZVPD basis set.

## Properties
Energy relative to the best compared isomer or geometry (same formula, charge and spin), kJ/mol: 20.7
HOMO energy, eV: -5.51
Spin multiplicity: 1
Strongest force on any atom, eV/Å: 10.28
LUMO, eV: -3.06
Charge: +1

Each line ends with the Löwdin charge.
CARTESIAN COORDINATES (ANGSTROEM)
C: -18.4718 -12.3111 15.1002  -0.063
C: -18.5295 -11.4402 16.3723  -0.137
N: -19.1352 -12.2022 17.4773  -0.041
C: -18.4865 -12.9568 18.3955  0.010
C: -19.4936 -13.5917 19.1084  0.006
N: -20.7736 -13.2471 18.6445  -0.068
C: -20.4725 -12.3387 17.7366  -0.018
C: -22.0479 -13.8136 19.0211  0.020
H: -19.4369 -12.6106 14.6915  0.074
H: -18.1833 -13.3483 15.2709  0.079
H: -17.8786 -11.9021 14.2823  0.094
H: -19.0759 -10.5303 16.1242  0.130
H: -17.5124 -11.1045 16.5746  0.131
H: -17.4216 -12.8566 18.5454  0.149
H: -19.3656 -14.2680 19.9407  0.133
H: -21.2639 -11.9549 17.1098  0.173
H: -22.6925 -14.0748 18.1818  0.112
H: -22.5010 -13.1124 19.7219  0.109
H: -21.9552 -14.7279 19.6074  0.108
C: -12.2845 -8.9857 5.6527  -0.058
C: -11.7606 -7.7515 6.4144  -0.156
N: -10.3086 -7.8354 6.4600  -0.019
C: -9.5029 -8.0149 5.3801  -0.025
C: -8.2396 -8.0137 5.8176  -0.030
N: -8.2051 -7.6408 7.1150  -0.126
C: -9.4756 -7.3483 7.4689  0.077
C: -7.0836 -7.5683 7.9259  0.004
H: -12.0417 -8.9613 4.5904  0.071
H: -13.3539 -9.1639 5.7658  0.093
H: -11.8653 -9.8254 6.2070  0.085
H: -12.2335 -7.5456 7.3746  0.142
H: -12.1230 -6.9048 5.8314  0.127
H: -9.8172 -8.2452 4.3729  0.143
H: -7.3488 -8.3373 5.2997  0.148
H: -9.6279 -7.0443 8.4940  0.170
H: -6.5912 -8.5199 7.7257  0.123
H: -7.3340 -7.3896 8.9716  0.119
H: -6.4169 -6.7892 7.5563  0.114
C: -8.4394 -16.5851 -0.3376  -0.116
C: -9.3818 -16.2712 0.7422  -0.231
C: -8.6535 -16.1408 2.1304  -0.105
N: -9.4681 -15.4669 3.2486  -0.234
C: -9.7365 -14.0292 2.9382  -0.014
C: -8.7102 -15.5452 4.6448  -0.040
C: -9.7023 -16.1978 5.6451  -0.135
C: -11.0800 -16.1577 5.0001  -0.136
C: -10.7953 -16.3322 3.4954  -0.052
H: -8.1559 -15.7962 -1.0343  0.086
H: -8.7247 -17.4327 -0.9608  0.088
H: -7.4462 -16.9467 -0.0714  0.083
H: -10.0945 -17.0861 0.8694  0.106
H: -10.1105 -15.4984 0.4974  0.111
H: -7.6883 -15.6392 2.0604  0.133
H: -8.5019 -17.1480 2.5184  0.133
H: -10.4655 -13.8978 2.1385  0.097
H: -8.7841 -13.5995 2.6276  0.111
H: -10.1911 -13.3838 3.6898  0.108
H: -8.4893 -14.4977 4.8502  0.121
H: -7.8451 -16.1808 4.4560  0.125
H: -9.7240 -15.5698 6.5357  0.125
H: -9.2748 -17.1550 5.9437  0.128
H: -11.5706 -15.1996 5.1717  0.120
H: -11.7196 -16.9360 5.4164  0.132
H: -11.6033 -15.9446 2.8749  0.128
H: -10.5980 -17.3408 3.1322  0.128
C: -13.8516 0.2994 13.5378  -0.084
C: -12.5945 0.5882 12.7144  -0.227
C: -11.3934 -0.2982 13.1781  -0.108
N: -10.5401 -0.8116 11.9955  -0.226
C: -11.3982 -1.6531 10.9775  0.055
C: -9.8822 0.4355 11.3469  -0.117
C: -8.6919 -0.0231 10.5445  -0.132
C: -8.2496 -1.3155 11.2877  -0.144
C: -9.2682 -1.6537 12.3935  -0.049
H: -14.6732 0.9253 13.1892  0.082
H: -13.6900 0.4881 14.5991  0.083
H: -14.2413 -0.6952 13.3207  0.087
H: -12.0977 1.5544 12.8024  0.107
H: -12.9560 0.5541 11.6867  0.102
H: -11.5909 -1.1776 13.7910  0.136
H: -10.7574 0.3486 13.7825  0.123
H: -10.8695 -1.7744 10.0321  0.102
H: -12.3460 -1.1880 10.7065  0.094
H: -11.6681 -2.6453 11.3393  0.110
H: -10.6783 0.8264 10.7132  0.133
H: -9.6066 1.1432 12.1287  0.138
H: -9.0475 -0.1480 9.5217  0.119
H: -7.9271 0.7360 10.7086  0.125
H: -8.1161 -2.1352 10.5817  0.111
H: -7.2694 -1.2108 11.7529  0.117
H: -9.5761 -2.6973 12.4571  0.135
H: -8.9489 -1.0757 13.2607  0.131
C: -6.5824 -12.9677 17.0039  -0.044
C: -6.7402 -11.5938 17.7859  -0.209
C: -6.8734 -10.4033 16.8616  -0.130
N: -6.6530 -9.0060 17.4771  -0.240
C: -7.9495 -8.7499 18.2999  0.031
C: -6.3096 -7.9469 16.4529  -0.077
C: -4.9980 -7.1794 16.8712  -0.137
C: -5.0323 -7.4213 18.3324  -0.168
C: -5.4252 -8.9098 18.4287  -0.058
H: -6.2085 -13.8265 17.5614  0.081
H: -5.9339 -12.7346 16.1593  0.077
H: -7.4642 -13.2763 16.4425  0.076
H: -5.8618 -11.5287 18.4279  0.098
H: -7.4536 -11.5043 18.6052  0.097
H: -7.7909 -10.3007 16.2821  0.143
H: -6.1397 -10.4796 16.0591  0.132
H: -7.8972 -7.8136 18.8554  0.092
H: -7.9968 -9.4251 19.1543  0.099
H: -8.7615 -8.6481 17.5798  0.111
H: -7.1294 -7.2297 16.4140  0.128
H: -6.1434 -8.4685 15.5103  0.131
H: -5.3085 -6.1542 16.6695  0.115
H: -4.0252 -7.4868 16.4874  0.136
H: -5.7903 -6.7856 18.7900  0.113
H: -4.0723 -7.1313 18.7595  0.130
H: -5.7082 -9.3600 19.3802  0.128
H: -4.8140 -9.6882 17.9720  0.139
N: -10.3800 -9.0638 12.4051  -0.272
S: -11.8192 -9.3087 12.8357  0.384
O: -12.1708 -9.7940 14.1839  -0.320
O: -12.8058 -9.7131 11.8464  -0.298
F: -12.2049 -7.7806 12.9249  -0.219
S: -10.2070 -10.6593 11.8690  0.552
O: -10.3562 -10.8435 10.4454  -0.318
O: -10.4298 -11.8769 12.6444  -0.263
F: -8.5756 -10.5905 11.9475  -0.250
N: -19.2015 -5.4926 9.0425  -0.248
S: -18.8689 -6.9324 8.9321  0.355
O: -18.8552 -7.7233 10.1311  -0.296
O: -18.2892 -7.4597 7.7087  -0.305
F: -20.3596 -7.2450 8.4706  -0.239
S: -17.5684 -4.9990 9.2994  0.551
O: -16.7622 -4.9499 8.1198  -0.304
O: -16.9970 -5.4957 10.5495  -0.308
F: -17.7593 -3.4355 9.5207  -0.206
C: -2.2537 -9.7733 12.8003  -0.076
C: -1.9473 -10.7486 13.9548  -0.798
O: -1.5113 -10.2404 15.0932  -0.198
O: -2.0139 -11.9222 13.6652  -0.053
H: -1.7517 -9.9515 11.8493  0.050
H: -2.0469 -8.7351 13.0603  0.041
H: -3.2992 -9.9623 12.5567  0.043
C: -9.9069 -17.9161 12.9796  -0.070
C: -10.1200 -19.4269 13.0916  -0.900
O: -9.1061 -20.0364 13.2812  -0.061
O: -11.2404 -19.8935 12.8478  -0.110
H: -8.9114 -17.7102 12.5862  0.045
H: -9.9088 -17.5017 13.9877  0.051
H: -10.6043 -17.4623 12.2754  0.044



no.,E_tot (hartree),HOMO-LUMO gap (eV)
1,-2377.361293,7.36
2,-269.037633,9.69
3,-1048.282902,7.28
4,-9767.130685,6.28
5,-4960.336028,2.45